1.
Computed, not measured: C57H64N12OP2PtSi2 as an isolated structure, with wB97M-V/def2-TZVPD.

Properties
**Multiplicity**: 5
**<S²>**: 6.016
**Net charge**: +2
**HOMO level (alpha / beta)**: -12.2 / -12.5 eV
**Kohn-Sham gap (alpha / beta)**: 8.36 / 5.81 eV
**E_LUMO (alpha / beta)**: -3.8850 / -6.6978 eV
**Largest force on an atom**: 0.40 eV/A

Cartesian coordinates (Å):
Pt (0.0744, -0.3324, -0.5135)
C (1.5234, -1.0577, -4.4242)
Si (2.5244, -1.6831, -2.9729)
C (2.1467, -3.4873, -2.6608)
C (4.3354, -1.4624, -3.3657)
N (2.1425, -0.7560, -1.5387)
P (3.0859, -0.1625, -0.3927)
C (1.8803, 0.1063, 0.8208)
P (1.0138, 1.0508, 1.9765)
N (-0.4296, 0.9535, 1.2901)
Si (-2.0160, 1.6725, 1.4281)
C (-1.9097, 3.5195, 1.6482)
C (-2.9379, 1.2572, -0.1501)
C (-2.9234, 0.8704, 2.8608)
C (1.1399, 0.3022, 3.6026)
C (0.3827, 0.8173, 4.6557)
C (0.4507, 0.2277, 5.9081)
C (1.2788, -0.8701, 6.1145)
C (2.0377, -1.3819, 5.0703)
C (1.9687, -0.7975, 3.8127)
C (1.6873, 2.7056, 2.0737)
C (2.4561, 3.1408, 3.1506)
C (3.0012, 4.4170, 3.1312)
C (2.7833, 5.2488, 2.0422)
C (2.0213, 4.8122, 0.9639)
C (1.4715, 3.5429, 0.9754)
C (4.3742, -1.2489, 0.2292)
C (3.9789, -2.4003, 0.9128)
C (4.9261, -3.2950, 1.3805)
C (6.2760, -3.0470, 1.1615)
C (6.6749, -1.9105, 0.4728)
C (5.7285, -1.0103, 0.0044)
C (3.8388, 1.4226, -0.7699)
C (3.6080, 2.0039, -2.0118)
C (4.1561, 3.2469, -2.3008)
C (4.9136, 3.9094, -1.3464)
C (5.1290, 3.3369, -0.0972)
C (4.5950, 2.0941, 0.1936)
H (2.0229, -1.3298, -5.3569)
H (1.4434, 0.0325, -4.3966)
H (0.5159, -1.4715, -4.4666)
H (2.3063, -4.1006, -3.5497)
H (1.1053, -3.6179, -2.3582)
H (2.7851, -3.8793, -1.8638)
H (4.5872, -2.0692, -4.2398)
H (4.9844, -1.7905, -2.5522)
H (4.5769, -0.4248, -3.6077)
H (-1.3987, 3.9897, 0.8044)
H (-1.3728, 3.8028, 2.5567)
H (-2.9152, 3.9426, 1.7130)
H (-2.6731, 1.9258, -0.9721)
H (-4.0129, 1.3554, 0.0237)
H (-2.7683, 0.2284, -0.4856)
H (-2.2729, 0.6672, 3.7151)
H (-3.3770, -0.0793, 2.5574)
H (-3.7343, 1.5106, 3.2155)
H (-0.2511, 1.6841, 4.5025)
H (-0.1298, 0.6323, 6.7267)
H (1.3421, -1.3185, 7.0975)
H (2.6915, -2.2282, 5.2363)
H (2.5679, -1.1894, 2.9991)
H (2.6274, 2.4927, 4.0005)
H (3.5929, 4.7619, 3.9684)
H (3.2067, 6.2446, 2.0346)
H (1.8595, 5.4657, 0.1164)
H (0.8789, 3.1898, 0.1392)
H (2.9255, -2.5966, 1.0755)
H (4.6147, -4.1852, 1.9111)
H (7.0182, -3.7458, 1.5238)
H (7.7254, -1.7251, 0.2947)
H (6.0465, -0.1352, -0.5474)
H (3.0093, 1.4748, -2.7430)
H (4.0031, 3.6931, -3.2751)
H (5.3460, 4.8747, -1.5758)
H (5.7174, 3.8589, 0.6454)
H (4.7627, 1.6484, 1.1676)
C (-1.0981, -3.4476, 4.0775)
N (-0.5744, -3.1347, 2.7436)
C (-0.7711, -2.0276, 2.0409)
N (-0.1570, -2.1385, 0.8713)
C (0.4252, -3.3690, 0.9265)
N (0.1887, -4.0032, 2.0493)
C (-2.4861, -2.8762, 4.2454)
C (-2.8469, -2.1972, 5.4001)
C (-4.1317, -1.6802, 5.5354)
C (-5.0514, -1.8030, 4.5088)
C (-4.6849, -2.4683, 3.3406)
C (-3.4171, -3.0218, 3.2250)
C (-5.6031, -2.5564, 2.2081)
N (-6.8521, -2.2598, 2.1325)
N (-7.2312, -2.4884, 0.8148)
C (-6.1795, -2.9034, 0.1996)
O (-5.0990, -2.9699, 1.0180)
C (-5.9964, -3.2504, -1.2070)
C (-7.0892, -3.3351, -2.0666)
C (-6.8812, -3.6380, -3.4006)
C (-5.5942, -3.8405, -3.8875)
C (-4.5065, -3.7572, -3.0317)
C (-3.0953, -3.9524, -3.5341)
N (-2.2581, -2.8025, -3.1851)
C (-1.4273, -2.6591, -2.1620)
N (-1.0006, -1.4025, -2.1184)
C (-1.6464, -0.8090, -3.1636)
N (-2.4191, -1.6271, -3.8267)
C (-4.7142, -3.4712, -1.6906)
H (-0.4195, -3.0381, 4.8262)
H (-1.0832, -4.5337, 4.1571)
H (-1.3452, -1.1832, 2.3801)
H (1.0189, -3.7883, 0.1291)
H (-2.1273, -2.0739, 6.2010)
H (-4.4093, -1.1641, 6.4444)
H (-6.0445, -1.3825, 4.5923)
H (-3.1568, -3.5597, 2.3217)
H (-8.0845, -3.1631, -1.6800)
H (-7.7254, -3.7079, -4.0725)
H (-5.4424, -4.0577, -4.9375)
H (-3.0701, -4.0570, -4.6162)
H (-2.6292, -4.8326, -3.0902)
H (-1.1687, -3.4495, -1.4778)
H (-1.5320, 0.2294, -3.4195)
H (-3.8755, -3.4047, -1.0073)
N (0.1060, 1.5871, -1.7430)
C (-0.2276, 2.3680, -2.5331)
N (-0.6018, 3.2475, -3.4158)
C (-1.4120, 4.4125, -3.0049)
C (-0.5676, 5.6774, -3.0460)
C (0.1022, 5.8403, -4.4094)
C (0.9360, 4.6101, -4.7633)
C (0.0875, 3.3477, -4.7178)
H (-1.8093, 4.2184, -2.0091)
H (-2.2536, 4.4851, -3.6973)
H (0.1930, 5.6261, -2.2598)
H (-1.2056, 6.5339, -2.8244)
H (0.7287, 6.7318, -4.4146)
H (-0.6649, 5.9917, -5.1752)
H (1.7666, 4.5083, -4.0571)
H (1.3671, 4.7090, -5.7603)
H (0.6838, 2.4470, -4.8604)
H (-0.6816, 3.3706, -5.4930)



2.
Computed, not measured: C3H2F15KN3O22S9 as an isolated structure at a distorted geometry, with wB97M-V/def2-TZVPD.

Properties
**Net charge**: -5
**HOMO level**: 2.3 eV
**Kohn-Sham gap**: 6.67 eV
**E_LUMO**: 8.9512 eV
**Largest force on an atom**: 5.27 eV/A

Cartesian coordinates (Å):
K (-14.2054, 16.8731, -9.1346)
N (-15.1350, 14.5796, -4.0842)
S (-15.4765, 14.7059, -5.6433)
O (-15.8900, 13.4452, -6.1581)
O (-14.8473, 15.7304, -6.4082)
F (-16.9448, 15.3564, -5.4345)
S (-13.5843, 14.1758, -4.1611)
O (-12.6565, 15.2390, -4.3617)
O (-13.2533, 12.9217, -4.7693)
F (-13.4420, 13.8002, -2.5794)
N (-11.7754, 19.4645, -9.9590)
S (-11.3334, 19.5026, -8.3309)
O (-12.2579, 18.9112, -7.4154)
O (-10.5402, 20.6114, -7.9060)
F (-10.2578, 18.3077, -8.5277)
S (-13.0948, 20.3379, -9.7758)
O (-12.9895, 21.7266, -9.4151)
O (-14.2499, 19.6613, -9.2891)
F (-13.4098, 20.4594, -11.3503)
N (-14.3807, 19.3567, -4.5084)
S (-14.0455, 20.9157, -4.7180)
O (-14.6417, 21.7244, -3.6913)
O (-14.0407, 21.3842, -6.0580)
F (-12.4996, 20.8726, -4.3266)
S (-15.5225, 19.0901, -5.5618)
O (-15.1099, 18.5202, -6.7916)
O (-16.6623, 19.9620, -5.5487)
F (-16.1874, 17.8201, -4.8256)
C (-12.9165, 13.1938, -10.5681)
F (-12.9158, 14.3670, -11.1880)
F (-12.7466, 12.1803, -11.4451)
F (-11.8257, 13.1885, -9.7701)
S (-14.4379, 12.9101, -9.4858)
O (-15.4659, 12.3953, -10.3687)
O (-13.9207, 11.9529, -8.5315)
O (-14.7627, 14.2353, -8.9823)
C (-17.8908, 16.8891, -8.8263)
F (-17.4903, 15.6395, -8.5772)
F (-18.1914, 17.4551, -7.6498)
F (-16.9012, 17.5365, -9.4562)
S (-19.5018, 16.8470, -9.8504)
O (-20.5600, 16.8841, -8.8461)
O (-19.4297, 18.0458, -10.6704)
O (-19.4413, 15.6156, -10.6130)
C (-15.6942, 15.4601, -13.6105)
F (-14.9693, 14.4374, -13.1601)
F (-15.9124, 15.3138, -14.9367)
F (-16.8808, 15.4047, -12.9958)
S (-15.0134, 17.1461, -13.1537)
O (-15.0297, 17.1828, -11.7065)
O (-13.6787, 17.1879, -13.7442)
O (-15.9510, 18.0475, -13.7972)
O (-11.9070, 15.4819, -8.2545)
H (-12.3211, 14.6735, -7.9262)
H (-11.4977, 15.8881, -7.4841)



3.
Computed, not measured: C4H4HgNaO as an isolated structure at a distorted geometry, with wB97M-V/def2-TZVPD.

Properties
**Multiplicity**: 3
**<S²>**: 2.050
**Net charge**: +1
**HOMO level (alpha / beta)**: -12.3 / -12.0 eV
**Kohn-Sham gap (alpha / beta)**: 7.63 / 4.60 eV
**E_LUMO (alpha / beta)**: -4.6586 / -7.3686 eV
**Largest force on an atom**: 2.06 eV/A

Cartesian coordinates (Å):
C (-1.6062, 1.1388, -1.5211)
C (-2.4568, 1.6616, -0.7334)
O (0.7845, -0.2731, 0.0583)
C (1.0217, 1.1342, 0.0462)
C (0.6693, 0.7170, -1.3329)
H (2.0673, 1.4217, 0.2052)
H (0.2895, 1.7470, 0.5865)
H (1.5130, 0.8714, -2.0166)
H (0.2025, -0.0519, -1.9601)
Hg (2.4784, -1.8239, 0.6857)
Na (-1.4785, -0.6874, 0.6218)



4.
Computed, not measured: C18H16N5O8PtSe2 as an isolated structure, with wB97M-V/def2-TZVPD.

Properties
**Net charge**: -1
**HOMO level**: -4.8 eV
**Kohn-Sham gap**: 5.54 eV
**E_LUMO**: 0.7851 eV
**Largest force on an atom**: 0.45 eV/A

Cartesian coordinates (Å):
Pt (0.7468, -0.7954, -0.3360)
O (-1.1562, 5.7553, -3.5282)
N (-1.3846, 4.7293, -4.1370)
O (-1.9004, 4.7044, -5.2369)
C (-1.0094, 3.4351, -3.5206)
C (-1.2964, 2.3470, -4.2595)
C (-0.9848, 1.0341, -3.8041)
C (-1.3731, -0.0921, -4.5487)
C (-1.0969, -1.3371, -4.0663)
C (-0.4259, -1.4465, -2.8471)
N (-0.0328, -0.3950, -2.1442)
C (-0.3056, 0.8623, -2.5927)
C (0.0511, 2.0472, -1.8152)
N (0.7447, 1.8518, -0.6902)
C (0.9805, 2.8452, 0.1275)
C (0.5279, 4.1420, -0.1455)
C (-0.1181, 4.3908, -1.3263)
C (-0.3613, 3.3340, -2.2315)
H (-1.7821, 2.4767, -5.2153)
H (-1.9018, 0.0459, -5.4836)
H (-1.3989, -2.2339, -4.5862)
H (-0.2130, -2.4080, -2.4003)
H (1.5350, 2.5984, 1.0274)
H (0.6974, 4.9375, 0.5675)
H (-0.4509, 5.3846, -1.5640)
O (1.5423, 0.6661, 2.6804)
C (1.1682, -0.4849, 2.5540)
O (1.3238, -1.2834, 1.5559)
C (0.4476, -1.1551, 3.7403)
N (-0.2741, -2.3693, 3.2756)
C (-0.1424, -3.4107, 4.3078)
C (1.2525, -3.1749, 4.8760)
C (1.4177, -1.6449, 4.8392)
H (-0.2817, -0.4460, 4.1253)
H (0.1758, -2.6364, 2.3832)
H (-1.2848, -2.1446, 2.9687)
H (-0.2912, -4.3919, 3.8628)
H (-0.9130, -3.2493, 5.0627)
H (1.9990, -3.6577, 4.2440)
H (1.3512, -3.5793, 5.8824)
H (2.4383, -1.3503, 4.6032)
H (1.1613, -1.1998, 5.7997)
O (-2.5781, -1.6978, 2.1827)
Se (-2.0987, -1.6646, 0.5963)
O (-1.1769, -2.9801, 0.3186)
O (-1.0884, -0.2940, 0.4775)
O (-3.3409, -1.4967, -0.4189)
Se (5.1075, -1.7415, -2.4044)
C (3.5144, -1.4838, -1.6304)
N (2.4794, -1.3429, -1.1255)



- Look up the largest force on an atom of the second one.
  5.27 eV/A



- The lowest largest force on an atom belongs to which entry?
  C57H64N12OP2PtSi2



- largest force on an atom of number 1 (C57H64N12OP2PtSi2)?
  0.40 eV/A



- Among the records above, which one has the highest largest force on an atom?
  C3H2F15KN3O22S9